[1]
A cluster of 2 separate species, C3NO3 in total at a distorted geometry. Source: the OMol25 dataset; level of theory: the ωB97M-V functional and the def2-TZVPD basis.

Structure (XYZ):
```
7
Properties=species:S:1:pos:R:3
C 1.030 0.909 0.180
C -0.139 1.330 -0.119
C -0.650 -1.547 -0.056
N -0.360 -1.777 -1.182
O 1.780 0.401 0.941
O -0.851 1.971 -0.852
O -0.809 -1.287 1.089
```

Results
- Kohn-Sham gap (alpha / beta) (eV) = 6.091 / 6.040
- net charge = -1
- HOMO energy (alpha / beta) (eV) = -3.83 / -3.82
- energy above the lowest of the compared OMol25 structures with the same formula, charge and spin (kcal/mol) = 60.50

***

[2]
A structure of composition C15H24O3S2 at a distorted geometry. Source: the OMol25 dataset; level of theory: the ωB97M-V functional and the def2-TZVPD basis.

Structure (XYZ):
```
44
Properties=species:S:1:pos:R:3
C 3.775 -2.262 0.424
C 3.058 -1.226 -0.421
O 1.646 -1.047 0.170
C 0.707 -0.584 -0.628
C -0.420 0.238 0.015
C -1.793 -0.038 -0.433
O -1.969 0.744 -1.459
C -2.926 -0.442 0.260
C -3.237 -1.969 0.113
C -2.359 -2.946 0.875
C -0.845 -2.760 0.836
C -0.349 -1.721 1.965
C -0.319 -0.229 1.554
O 0.874 -0.642 -1.886
H 4.862 -2.131 0.342
H 3.568 -2.183 1.482
H 3.450 -3.264 0.143
H 3.572 -0.240 -0.354
H 3.028 -1.543 -1.479
H -2.738 -0.141 1.305
H -3.735 0.177 -0.178
H -4.287 -2.043 0.435
H -3.282 -2.245 -0.957
H -2.692 -2.965 1.913
H -2.619 -3.939 0.510
H -0.368 -3.754 1.028
H -0.519 -2.428 -0.163
H -1.053 -1.870 2.839
H 0.652 -2.095 2.338
H 0.647 0.154 1.883
H -1.088 0.303 2.114
C 1.325 4.137 -1.031
C 0.166 4.319 -0.086
S -0.694 2.785 0.398
C -0.732 1.386 -0.877
S -0.757 2.942 -2.258
C 0.992 3.314 -2.273
H 1.746 5.096 -1.343
H 2.073 3.647 -0.426
H 0.428 4.701 0.916
H -0.569 5.040 -0.463
H 0.122 1.232 -1.577
H 0.960 3.997 -3.126
H 1.700 2.498 -2.438
```

Results
- Kohn-Sham gap (eV) = 4.954
- net charge = 0
- HOMO energy (eV) = -5.66

***

[3]
A structure of composition C44H35FeN2O7P2 at a distorted geometry. Source: the OMol25 dataset; level of theory: the ωB97M-V functional and the def2-TZVPD basis.

Structure (XYZ):
```
91
Properties=species:S:1:pos:R:3
Fe -0.028 0.112 -0.854
P -0.356 2.430 -0.976
C -1.801 0.212 -0.166
O -2.852 0.294 0.339
P -0.517 -2.200 -0.724
C -0.357 3.339 0.611
C -1.885 3.006 -1.781
C 1.017 3.115 -1.952
C 1.075 -3.079 -0.956
C -1.148 -3.008 0.790
C -1.637 -2.735 -2.070
C 0.699 4.176 1.003
C 0.627 4.877 2.210
C -0.496 4.743 3.030
C -1.548 3.917 2.645
C -1.484 3.216 1.443
H 1.582 4.278 0.372
H 1.453 5.515 2.519
H -0.547 5.289 3.971
H -2.423 3.808 3.289
H -2.315 2.576 1.151
C 2.334 2.736 -1.625
C 3.413 3.297 -2.303
C 3.185 4.201 -3.343
C 1.878 4.538 -3.704
C 0.788 3.995 -3.021
H 2.512 1.984 -0.850
H 4.427 3.025 -2.012
H 4.031 4.643 -3.866
H 1.701 5.236 -4.521
H -0.232 4.260 -3.305
C -2.381 4.297 -1.539
C -3.541 4.738 -2.176
C -4.200 3.899 -3.077
C -3.701 2.620 -3.340
C -2.543 2.177 -2.702
H -1.871 4.954 -0.834
H -3.922 5.739 -1.968
H -5.096 4.247 -3.587
H -4.213 1.961 -4.043
H -2.153 1.179 -2.908
C -2.380 -3.682 0.830
C -2.793 -4.318 2.004
C -1.994 -4.287 3.148
C -0.764 -3.624 3.113
C -0.345 -2.992 1.943
H -3.008 -3.716 -0.061
H -3.750 -4.839 2.020
H -2.319 -4.780 4.063
H -0.120 -3.607 3.992
H 0.627 -2.497 1.919
C 2.118 -2.429 -1.634
C 3.332 -3.073 -1.842
C 3.537 -4.363 -1.353
C 2.509 -5.013 -0.665
C 1.275 -4.384 -0.479
H 1.984 -1.407 -1.991
H 4.128 -2.554 -2.374
H 4.491 -4.861 -1.514
H 2.656 -6.018 -0.276
H 0.480 -4.898 0.063
C -1.346 -3.861 -2.856
C -2.251 -4.271 -3.838
C -3.431 -3.558 -4.062
C -3.706 -2.418 -3.308
C -2.818 -2.014 -2.313
H -0.418 -4.411 -2.693
H -2.028 -5.155 -4.431
H -4.138 -3.890 -4.820
H -4.616 -1.843 -3.479
H -3.063 -1.135 -1.720
H 1.713 0.169 -3.293
H 0.965 0.128 -3.205
O 3.336 -0.532 0.352
C 2.355 -0.198 1.033
O 1.184 0.198 0.600
C 2.422 -0.221 2.542
C 2.958 -1.333 3.185
C 2.619 -1.562 4.537
C 1.996 -0.579 5.310
C 1.639 0.624 4.697
C 1.847 0.797 3.311
N 1.013 1.661 5.471
O 0.564 1.375 6.601
O 0.954 2.811 4.977
N 2.740 -2.922 5.035
O 3.165 -3.810 4.262
O 2.408 -3.175 6.212
H 3.510 -2.075 2.616
H 1.761 -0.783 6.353
H 1.527 1.717 2.848
```

Results
- Kohn-Sham gap (alpha / beta) (eV) = 7.333 / 5.380
- net charge = +2
- HOMO energy (alpha / beta) (eV) = -14.32 / -14.44
- expectation value of S² = 8.79
- spin multiplicity = 6

***

[4]
A cluster of 2 separate species, C8H11N3O3S in total at a distorted geometry. Source: the OMol25 dataset; level of theory: the ωB97M-V functional and the def2-TZVPD basis.

Structure (XYZ):
```
26
Properties=species:S:1:pos:R:3
C 1.359 2.683 -1.011
C 2.594 2.351 -0.396
C 0.537 1.654 -1.286
C 2.884 1.024 -0.118
C 0.919 0.337 -0.809
C -1.857 -0.816 1.981
C -0.548 -0.831 1.693
C 0.114 -2.011 1.171
N 2.117 0.000 -0.355
N 0.015 -0.677 -1.006
N -0.618 -2.994 0.718
O -2.160 -1.751 -0.966
O -1.912 0.111 -2.479
O -2.133 0.569 -0.201
S -1.533 -0.437 -1.220
H 1.220 3.753 -1.167
H 3.258 3.107 -0.031
H -0.494 1.693 -1.851
H 3.964 0.888 0.293
H -2.261 0.115 2.518
H -2.524 -1.507 1.716
H -0.167 0.152 1.764
H 1.179 -2.126 1.198
H 0.085 -3.720 0.437
H -2.648 1.208 -0.728
H -1.389 -2.774 0.137
```

Results
- Kohn-Sham gap (eV) = 6.991
- net charge = 0
- HOMO energy (eV) = -7.92
- energy above the lowest of the compared OMol25 structures with the same formula, charge and spin (kcal/mol) = 93.52

***

[5]
An isolated molecule of C5H8O. Source: the OMol25 dataset; level of theory: the ωB97M-V functional and the def2-TZVPD basis.

Structure (XYZ):
```
14
Properties=species:S:1:pos:R:3
C -0.184 1.228 -0.750
O -1.550 0.825 -0.444
C -1.857 -0.361 0.018
C 0.738 0.819 0.378
C 0.738 -0.707 0.482
C -0.656 -1.285 0.138
H -0.238 2.309 -0.893
H 0.105 0.756 -1.697
H 0.367 1.273 1.305
H 1.745 1.213 0.205
H 1.032 -1.014 1.490
H 1.491 -1.120 -0.199
H -0.931 -2.100 0.812
H -0.643 -1.744 -0.866
```

Results
- Kohn-Sham gap (eV) = 8.908
- net charge = 0
- HOMO energy (eV) = -7.99
- energy above the lowest of the compared OMol25 structures with the same formula, charge and spin (kcal/mol) = 66.58

***

[6]
A structure of composition C3H11N3 at a distorted geometry. Source: the OMol25 dataset; level of theory: the ωB97M-V functional and the def2-TZVPD basis.

Structure (XYZ):
```
17
Properties=species:S:1:pos:R:3
C -1.771 0.396 0.824
C -0.383 -1.352 -0.376
C 2.058 0.453 0.035
N -2.012 0.551 -0.565
N -0.770 0.038 -0.165
N 0.272 0.983 -0.445
H -1.640 1.314 1.396
H -2.223 -0.414 1.395
H -1.253 -2.004 -0.282
H 0.033 -1.496 -1.377
H 0.348 -1.673 0.370
H 2.303 -0.324 -0.680
H 2.589 1.390 -0.114
H 1.968 0.154 1.074
H -2.668 -0.056 -1.058
H 0.372 1.139 -1.461
H 0.125 1.892 0.018
```

Results
- Kohn-Sham gap (eV) = 11.860
- net charge = +2
- HOMO energy (eV) = -20.92
- energy above the lowest of the compared OMol25 structures with the same formula, charge and spin (kcal/mol) = 93.03